Entry 1:
{
  "formula": "C23H27NO3S",
  "method": "ωB97M-V with the def2-TZVPD basis set",
  "homo_ev": -7.89,
  "largest_force_ev_per_a": 3.2,
  "multiplicity": 1,
  "smiles": "C=CC(=O)OCCCCCCc1cc2c(cc1COC)Nc1ccccc1S2",
  "orbital_gap_ev": 7.56,
  "e_lumo_ev": -0.3,
  "species": ["S", "O", "O", "O", "N", "C", "C", "C", "C", "C", "C", "C", "C", "C", "C", "C", "C", "C", "C", "C", "C", "C", "C", "C", "C", "C", "C", "C", "H", "H", "H", "H", "H", "H", "H", "H", "H", "H", "H", "H", "H", "H", "H", "H", "H", "H", "H", "H", "H", "H", "H", "H", "H", "H", "H"],
  "xyz": [[-5.13, 1.35, -1.73], [5.82, -1.38, 0.44], [1.23, -0.37, 0.64], [4.68, -3.08, 1.46], [-4.83, 0.33, 1.13], [-3.57, 0.64, 0.47], [4.76, -0.91, -0.43], [0.36, 1.64, -1.64], [-2.24, 1.49, -1.55], [-1.02, 0.74, 0.50], [-5.70, -0.49, 0.30], [0.27, 0.42, 1.32], [1.36, 2.59, -0.88], [-5.98, -0.15, -1.12], [-0.94, 1.29, -0.86], [3.40, 0.97, -1.43], [5.94, -0.01, 2.90], [-3.50, 1.16, -0.91], [5.13, -1.14, 2.86], [2.87, 2.45, -1.32], [0.77, -1.72, 0.45], [-6.32, -1.70, 0.84], [-6.85, -0.98, -1.94], [-7.45, -2.19, -1.34], [-2.30, 0.43, 1.16], [5.18, -1.98, 1.54], [4.66, 0.68, -0.50], [-7.19, -2.57, 0.05], [1.33, 2.51, 0.24], [3.76, 0.82, -2.50], [0.81, 0.67, -2.00], [0.35, -2.11, 1.41], [-2.28, 0.01, 2.19], [1.05, 3.64, -1.12], [1.64, -2.33, 0.08], [-6.13, -2.02, 1.90], [0.74, 1.36, 1.74], [2.65, 0.18, -1.18], [3.49, 2.96, -0.51], [-2.30, 1.91, -2.59], [-7.04, -0.75, -3.01], [-4.55, -0.24, 1.94], [7.01, -0.17, 2.61], [-0.04, -0.17, 2.24], [-7.68, -3.49, 0.45], [4.45, 1.06, 0.54], [3.75, -1.30, -0.11], [5.62, 1.04, -0.94], [5.58, 1.01, 3.15], [4.45, -1.43, 3.70], [-8.11, -2.84, -1.96], [3.07, 3.05, -2.26], [0.04, 2.19, -2.56], [4.93, -1.34, -1.46], [0.02, -1.71, -0.40]]
}


Entry 2:
{
  "formula": "C3H5N3",
  "method": "ωB97M-V with the def2-TZVPD basis set",
  "homo_ev": -9.82,
  "de_lowest_ev": 1.5969,
  "largest_force_ev_per_a": 3.1,
  "multiplicity": 1,
  "smiles": "Cn1nccn1",
  "orbital_gap_ev": 10.96,
  "e_lumo_ev": 1.1,
  "species": ["N", "N", "N", "C", "C", "C", "H", "H", "H", "H", "H"],
  "xyz": [[0.32, 0.98, -0.33], [-0.42, 0.06, 0.33], [0.34, -0.95, 0.66], [-1.82, 0.02, -0.02], [1.57, 0.63, -0.28], [1.59, -0.64, 0.34], [-2.49, 0.48, 0.67], [2.35, 1.17, -0.78], [-1.79, 0.53, -0.93], [2.45, -1.21, 0.41], [-2.11, -1.06, -0.09]]
}


Entry 3:
{
  "formula": "C29H36N6O2PtSe",
  "method": "ωB97M-V with the def2-TZVPD basis set",
  "homo_ev": [-13.05, -13.67],
  "charge": 2,
  "largest_force_ev_per_a": 0.6,
  "multiplicity": 3,
  "orbital_gap_ev": [7.28, 6.70],
  "e_lumo_ev": [-5.8, -7.0],
  "species": ["Pt", "Se", "O", "O", "N", "N", "N", "N", "N", "N", "C", "C", "C", "C", "C", "C", "C", "C", "C", "C", "C", "C", "C", "C", "C", "C", "C", "C", "C", "C", "C", "C", "C", "C", "C", "C", "C", "C", "C", "H", "H", "H", "H", "H", "H", "H", "H", "H", "H", "H", "H", "H", "H", "H", "H", "H", "H", "H", "H", "H", "H", "H", "H", "H", "H", "H", "H", "H", "H", "H", "H", "H", "H", "H", "H"],
  "xyz": [[0.58, -1.54, -1.08], [1.72, -0.05, 0.49], [1.27, -0.35, -3.10], [3.08, -0.23, -4.44], [2.37, -2.65, -2.01], [-0.12, -3.21, 0.25], [0.41, 2.46, -0.07], [-0.81, -2.69, -2.32], [2.98, -1.87, -2.99], [-0.68, 1.27, 1.40], [-0.08, 0.22, 3.58], [-1.47, -5.20, 0.27], [-0.96, -4.08, -0.37], [-2.35, -6.08, -0.45], [-1.00, 0.21, 2.37], [-2.69, -5.83, -1.73], [0.21, -3.42, 1.51], [-2.65, 2.85, 1.72], [1.46, 2.93, -0.98], [2.36, -0.76, -3.49], [-2.53, -4.35, -3.74], [-1.32, -3.80, -1.74], [2.03, 4.25, 2.03], [-0.26, -4.53, 2.23], [-0.06, 1.53, 4.38], [2.65, 4.55, 0.66], [-2.01, -3.22, -4.31], [-2.39, 4.86, 0.37], [-1.10, -5.42, 1.61], [-1.15, -2.40, -3.57], [-0.74, 3.18, 0.26], [-1.43, 2.42, 1.19], [-1.19, 4.43, -0.17], [-3.11, 4.08, 1.29], [-1.36, 1.83, 5.11], [0.41, 1.32, 0.62], [2.54, 0.96, -5.08], [2.75, 3.35, -0.28], [-2.19, -4.67, -2.41], [-0.65, 5.03, -0.87], [2.11, 5.36, 0.17], [3.18, 2.50, 0.25], [-2.04, 0.38, 2.67], [-1.48, -6.28, 2.14], [0.88, -2.69, 1.96], [0.93, -0.03, 3.26], [2.50, 3.37, 2.48], [3.45, 3.59, -1.09], [1.03, 3.78, -1.51], [-0.73, -1.49, -3.99], [-3.20, -5.00, -4.29], [-2.26, -2.94, -5.33], [1.64, 2.14, -1.70], [-2.19, 2.01, 4.43], [2.17, 5.09, 2.71], [3.01, -2.78, -1.23], [3.86, -2.17, -3.39], [3.25, 1.20, -5.87], [1.56, 0.75, -5.49], [-4.05, 4.45, 1.67], [-0.96, -0.74, 1.84], [3.66, 4.92, 0.83], [0.04, -4.66, 3.26], [-1.26, 2.72, 5.73], [-3.21, 2.27, 2.42], [2.49, 1.77, -4.36], [2.12, -3.56, -2.38], [0.21, 2.36, 3.72], [-0.41, -0.60, 4.24], [-3.36, -6.49, -2.26], [-2.75, -6.95, 0.06], [0.96, 4.07, 1.97], [0.75, 1.46, 5.11], [-2.78, 5.82, 0.07], [-1.64, 1.01, 5.77]]
}


Entry 4:
{
  "formula": "C3H3ClO",
  "method": "ωB97M-V with the def2-TZVPD basis set",
  "homo_ev": [-8.99, -9.59],
  "de_lowest_ev": 2.5389,
  "largest_force_ev_per_a": 4.7,
  "multiplicity": 1,
  "orbital_gap_ev": [7.57, 8.20],
  "e_lumo_ev": [-1.4, -1.4],
  "species": ["Cl", "O", "C", "C", "C", "H", "H", "H"],
  "xyz": [[2.55, 0.58, -0.03], [0.73, -1.57, 0.05], [-1.28, -0.37, 0.04], [0.15, -0.48, 0.16], [0.90, 0.79, 0.13], [-1.73, 0.69, 0.03], [-1.76, -1.33, -0.39], [0.44, 1.67, 0.02]]
}


Entry 5:
{
  "formula": "C2H3F4NO",
  "method": "ωB97M-V with the def2-TZVPD basis set",
  "homo_ev": -11.18,
  "de_lowest_ev": 0.7763,
  "largest_force_ev_per_a": 4.9,
  "multiplicity": 1,
  "smiles": "NC(F)(F)C(O)(F)F",
  "orbital_gap_ev": 11.82,
  "e_lumo_ev": 0.6,
  "species": ["F", "F", "F", "F", "O", "N", "C", "C", "H", "H", "H"],
  "xyz": [[1.84, 0.36, -0.10], [0.27, 1.86, -0.24], [-1.24, -0.17, 1.65], [0.24, -1.60, 0.97], [1.18, 1.48, 1.71], [-0.77, -0.53, -0.66], [0.78, 0.90, 0.57], [-0.30, -0.48, 0.65], [-1.30, 0.29, -0.87], [1.91, 2.22, 1.71], [-1.25, -1.32, -0.80]]
}


Entry 6:
{
  "formula": "C4H10N3",
  "method": "ωB97M-V with the def2-TZVPD basis set",
  "homo_ev": -12.62,
  "de_lowest_ev": 1.3792,
  "charge": 1,
  "largest_force_ev_per_a": 0.9,
  "multiplicity": 1,
  "orbital_gap_ev": 8.85,
  "e_lumo_ev": -3.8,
  "species": ["N", "N", "N", "C", "C", "C", "C", "H", "H", "H", "H", "H", "H", "H", "H", "H", "H"],
  "xyz": [[1.16, 0.80, -1.14], [-0.12, -0.37, -3.24], [-0.40, -0.43, 2.60], [-1.01, -0.49, 1.48], [-0.50, -0.14, 0.24], [0.68, 0.55, 0.05], [-0.04, 0.03, 3.69], [0.08, -1.36, -3.29], [-1.07, -0.43, -0.64], [-1.96, -1.01, 1.52], [0.66, 0.38, -1.99], [-1.13, -0.26, -3.19], [1.23, 0.92, 0.91], [2.00, 1.34, -1.27], [-0.36, 1.01, 4.05], [0.19, 0.04, -4.12], [0.58, -0.58, 4.34]]
}


Entry 7:
{
  "formula": "C19H40Cl2NO9S",
  "method": "ωB97M-V with the def2-TZVPD basis set",
  "homo_ev": -4.50,
  "charge": -1,
  "largest_force_ev_per_a": 6.5,
  "multiplicity": 1,
  "orbital_gap_ev": 6.96,
  "e_lumo_ev": 2.5,
  "species": ["Cl", "Cl", "S", "O", "O", "O", "O", "O", "O", "O", "O", "O", "N", "C", "C", "C", "C", "C", "C", "C", "C", "C", "C", "C", "C", "C", "C", "C", "C", "C", "C", "C", "H", "H", "H", "H", "H", "H", "H", "H", "H", "H", "H", "H", "H", "H", "H", "H", "H", "H", "H", "H", "H", "H", "H", "H", "H", "H", "H", "H", "H", "H", "H", "H", "H", "H", "H", "H", "H", "H", "H", "H"],
  "xyz": [[-0.35, 5.25, 0.09], [-2.13, 2.71, -0.03], [1.83, -0.88, -0.60], [-0.80, -0.46, 8.78], [-2.72, -3.92, -4.70], [0.35, 1.37, 2.35], [3.90, 3.64, -3.43], [-2.06, -0.29, 3.65], [2.45, 1.20, 1.47], [-0.24, 1.76, -3.32], [-1.44, -4.52, -1.41], [-0.38, -3.12, 0.18], [0.24, 1.29, -1.06], [1.04, -0.32, 7.23], [5.77, 5.17, -3.40], [-4.59, -5.34, -4.15], [-0.38, 2.52, -0.56], [-3.22, 1.55, 4.69], [-0.37, -4.12, -0.86], [1.07, 0.99, 1.34], [1.95, 3.67, -0.97], [-3.41, -5.11, -5.07], [5.26, 3.81, -3.83], [-2.82, 0.09, 4.79], [1.07, -4.73, -1.27], [-0.42, 1.12, -4.62], [0.44, 0.26, 0.00], [0.53, 0.02, 8.62], [0.42, 3.71, -0.50], [-1.05, -1.97, -0.42], [-0.45, 0.76, -2.26], [-0.86, -0.60, 0.39], [-3.81, 1.85, 5.55], [0.97, -5.87, -1.25], [3.39, 4.34, -3.85], [1.16, -0.43, 9.39], [0.00, -0.21, -2.67], [-3.81, 1.71, 3.78], [-1.85, -0.03, 0.33], [-4.26, -5.43, -3.11], [-0.79, -1.42, 8.66], [1.82, -4.45, -0.44], [-1.60, 0.70, -2.14], [-0.76, -1.91, -1.53], [-5.27, -4.49, -4.19], [-3.74, -4.99, -6.10], [-2.34, 2.19, 4.61], [-2.18, -2.19, -0.41], [2.44, 2.74, -0.50], [0.59, 0.78, -5.07], [2.07, 3.54, -2.11], [0.39, 0.13, 6.47], [-2.21, -0.08, 5.69], [5.69, 5.27, -2.31], [-2.41, -4.04, -3.78], [0.52, 1.10, 8.77], [2.05, 0.05, 7.09], [5.32, 3.70, -4.92], [-1.08, 0.19, -4.50], [-5.13, -6.25, -4.43], [1.02, -1.40, 7.07], [6.81, 5.31, -3.69], [-0.97, 1.85, -5.30], [-3.70, -0.55, 4.84], [1.44, -4.36, -2.28], [2.71, 0.04, -1.17], [-1.27, 0.27, 3.61], [-0.73, -0.89, 1.50], [-2.71, -5.95, -5.03], [2.48, 4.59, -0.57], [5.16, 5.97, -3.84], [5.84, 3.01, -3.37]]
}


> Among the records above, which one has the highest multiplicity?

C29H36N6O2PtSe